1.
The following is a DFT calculation (wB97M-V/def2-TZVPD) of a 2-piece molecular cluster, C3H3NS2 overall.

Computed properties:
E_tot = -26317.6017 eV
SMILES = C=C=S.N=C=S
Energy relative to the best compared isomer or geometry (same formula, charge and spin) = 162.6 kJ/mol

ORCA input file:
```
! RIJCOSX wB97M-V def2-TZVPD def2/J DEFGRID3
* xyz 0 1
C -1.9057 -0.2214 0.9089
C 1.3554 -0.3570 -0.1837
C 1.1586 0.1520 -1.3912
N -1.0821 0.5908 0.6751
S -2.7236 -1.4751 1.3557
S 1.6974 -0.7084 1.2879
H 1.5467 1.0830 -1.5599
H 0.4177 -0.4236 -2.1218
H -0.4644 1.3598 1.0290
*
```

=====

2.
The following is a DFT calculation (wB97M-V/def2-TZVPD) of C24H44Cl3N2NdO4Si as an isolated structure.

Computed properties:
E_tot = -97501.4814 eV
<S²> = 3.75
Energy relative to the best compared isomer or geometry (same formula, charge and spin) = 0.0 kJ/mol

ORCA input file:
```
! RIJCOSX wB97M-V def2-TZVPD def2/J DEFGRID3
* xyz 0 4
C -2.0105 4.1093 0.8403
C -0.8358 4.6267 0.0681
H -1.9503 4.4422 1.8875
H -2.0642 3.0120 0.8153
H -2.9456 4.5100 0.4098
C -0.3486 5.8718 0.2293
C -0.8139 6.8516 1.2488
H 0.4183 6.2465 -0.4490
H -0.8893 6.4328 2.2592
H -1.7815 7.3005 0.9937
H -0.0734 7.6578 1.2870
Nd -1.7880 -2.2350 0.2731
Cl -3.2181 -3.5171 -1.5591
Cl -2.2595 0.0340 -1.2076
C 0.1130 -2.6909 -2.3009
O 0.1699 -2.8208 -1.0394
N 1.1871 -2.7433 -3.0870
C 2.5220 -2.8815 -2.4808
C 1.1216 -2.1975 -4.4454
H -0.8686 -2.5351 -2.7785
H 2.4844 -3.6474 -1.7005
H 2.8766 -1.9294 -2.0581
H 3.2228 -3.1828 -3.2637
H 0.1464 -2.4517 -4.8851
H 1.9213 -2.6300 -5.0521
H 1.2353 -1.1000 -4.4392
H -2.6426 -1.6072 5.4314
H -1.3815 0.2346 3.2376
C -1.5572 -1.6669 5.6105
C -0.6099 -0.0521 3.9689
N -0.8164 -1.4418 4.3740
H -1.3042 -2.6679 5.9838
C -0.7300 -2.4557 3.5089
O -0.4063 -2.3621 2.2978
H 0.3840 0.0807 3.5358
H -0.9752 -3.4529 3.9312
H -1.2734 -0.9016 6.3422
H -0.7411 0.5765 4.8529
O 0.1618 2.4954 -0.1346
C -0.1919 3.6404 -0.8993
C 2.1571 4.6088 -1.1236
C 0.9494 4.2221 -1.7172
H 2.2641 4.5329 -0.0373
C 3.1946 5.1276 -1.9159
H -0.9988 3.3234 -1.5778
C 0.7507 4.4264 -3.0857
H 4.1378 5.4165 -1.4381
C 3.0047 5.2899 -3.2933
C 1.7687 4.9668 -3.8649
H -0.2309 4.1981 -3.5089
H 3.8136 5.7095 -3.9024
H 1.6011 5.1530 -4.9287
Si 1.2901 1.2724 -0.3468
Cl -3.2268 -0.6648 2.2244
C 2.8929 1.7755 0.4530
C 1.5375 0.8649 -2.1629
C 0.5884 -0.2011 0.5174
H 3.4686 2.4938 -0.1500
H 3.5087 0.8727 0.6072
H 2.6792 2.2332 1.4310
H 0.0993 0.0795 1.4596
H 1.2715 -1.0514 0.6576
H -0.1969 -0.4460 -0.2310
H 1.8186 1.7486 -2.7529
H 0.6090 0.4478 -2.5873
H 2.3475 0.1261 -2.2500
C -1.4789 -7.1498 0.3989
C -2.5333 -6.9286 1.5054
C -2.5252 -5.4258 1.8152
O -1.6206 -4.7739 0.8775
C -1.0298 -5.7487 -0.0347
H -0.6433 -7.7377 0.7887
H -1.8965 -7.6829 -0.4581
H -2.2983 -7.5048 2.4026
H -3.5284 -7.2371 1.1665
H -3.5164 -4.9696 1.6702
H -2.1631 -5.2226 2.8388
H 0.0637 -5.6096 -0.0231
H -1.4165 -5.4870 -1.0301
*
```

=====

3.
The following is a DFT calculation (wB97M-V/def2-TZVPD) of C4H9NO2 in the gas phase.

Computed properties:
E_tot = -9879.6226 eV
SMILES = CCNC(=O)OC
Energy relative to the best compared isomer or geometry (same formula, charge and spin) = 42.3 kJ/mol

ORCA input file:
```
! RIJCOSX wB97M-V def2-TZVPD def2/J DEFGRID3
* xyz 0 1
C -2.1967 0.7756 0.8865
C -1.7090 -0.5133 0.2307
N -0.5868 -0.2818 -0.6611
C 0.6885 -0.4623 -0.2151
O 1.0099 -1.0590 0.7917
O 1.5673 0.1109 -1.0693
C 2.9281 -0.0001 -0.6623
H -2.5736 1.4818 0.1380
H -3.0053 0.5806 1.5994
H -1.3681 1.2566 1.4163
H -1.3548 -1.2168 0.9883
H -2.5189 -0.9989 -0.3245
H -0.6943 0.3861 -1.4108
H 3.4960 0.6263 -1.3506
H 3.0486 0.3513 0.3650
H 3.2691 -1.0369 -0.7223
*
```

=====

4.
The following is a DFT calculation (wB97M-V/def2-TZVPD) of C4H8N3O as an isolated structure.

Computed properties:
E_tot = -10785.8315 eV
Energy relative to the best compared isomer or geometry (same formula, charge and spin) = 431.2 kJ/mol

ORCA input file:
```
! RIJCOSX wB97M-V def2-TZVPD def2/J DEFGRID3
* xyz 1 1
C -0.3646 1.6421 0.2784
C 0.4338 -1.3207 -1.3537
C 0.5989 -1.2022 0.1401
C -0.4817 -0.2986 0.7672
N -2.4846 -0.4655 -0.4481
N -1.6890 -0.5424 0.3093
N 0.5726 2.2654 0.8713
O -1.1535 1.8917 -0.5303
H -0.5592 -1.1711 -1.7026
H 0.6427 -2.4046 -1.7807
H 1.0540 -0.4973 -1.8362
H 0.4753 -2.0890 0.6508
H 1.5479 -0.8743 0.4176
H -0.3213 -0.4074 1.8424
H 1.0611 2.1809 1.7333
H 0.6677 3.2929 0.6412
*
```

=====

5.
The following is a DFT calculation (wB97M-V/def2-TZVPD) of a 2-piece molecular cluster, C9H6ClNO overall.

Computed properties:
E_tot = -25485.1113 eV
Energy relative to the best compared isomer or geometry (same formula, charge and spin) = 360.4 kJ/mol

ORCA input file:
```
! RIJCOSX wB97M-V def2-TZVPD def2/J DEFGRID3
* xyz 0 1
C -2.7745 -0.4879 0.4759
C 2.1162 0.1981 -1.5444
C 1.3197 1.4362 -1.4399
C 1.6267 -1.0419 -1.2022
C -0.0479 1.2942 -1.0350
C 0.3328 -1.2231 -0.8178
C -0.4877 -0.0934 -0.7102
C -0.7961 0.1254 2.8236
C -1.7690 -0.1657 -0.3186
N -3.5782 -0.4956 1.3002
O -0.0398 0.3614 1.9402
Cl -0.7535 -1.2747 3.9112
H 3.1825 0.3496 -1.9348
H 1.6883 2.3793 -1.7139
H 2.4386 -1.8824 -1.1469
H -0.6757 2.0582 -1.2831
H -0.0039 -2.1376 -0.3477
H -1.7787 0.5998 3.0434
*
```

=====

6.
The following is a DFT calculation (wB97M-V/def2-TZVPD) of a 21-piece molecular cluster, C20H80N40O24S overall.

Computed properties:
E_tot = -141634.4230 eV
Energy relative to the best compared isomer or geometry (same formula, charge and spin) = 0.0 kJ/mol

ORCA input file:
```
! RIJCOSX wB97M-V def2-TZVPD def2/J DEFGRID3
* xyz -2 1
S 7.6113 17.8402 -1.2286
O 8.8835 17.3118 -1.7389
O 7.9235 19.2018 -0.7322
O 6.5446 17.8152 -2.1878
O 7.1593 17.0480 -0.0729
C 5.0037 14.8747 -8.2917
O 5.2308 15.1112 -9.4563
N 5.4860 15.6240 -7.2856
N 4.2461 13.8568 -7.9872
H 5.4274 15.3197 -6.3244
H 6.0679 16.4378 -7.4245
H 4.3664 13.6817 -6.9997
H 4.2379 13.1200 -8.6779
C 5.5513 22.3070 4.3826
O 5.1517 22.6575 5.5230
N 6.0586 23.1239 3.5304
N 5.3190 21.1242 3.8437
H 6.1787 23.8928 4.1742
H 6.4412 22.8736 2.6298
H 5.3424 20.9019 2.8587
H 4.9019 20.4841 4.5042
C 3.5056 16.6961 -3.1396
O 2.4147 16.1623 -3.2952
N 3.6748 17.8933 -2.7662
N 4.6112 16.1211 -2.8541
H 4.6244 18.1018 -2.4923
H 2.9034 18.5362 -2.6583
H 4.6440 15.1120 -2.8821
H 5.4326 16.5712 -2.4762
C 11.9904 18.9559 -1.4556
O 12.8227 19.7273 -1.7875
N 11.3167 19.0818 -0.3693
N 11.6958 17.8691 -2.0391
H 11.4253 19.7920 0.3404
H 10.6301 18.3785 -0.1368
H 12.2546 17.7063 -2.8645
H 10.8087 17.3863 -2.0336
C 9.1906 12.3149 0.6356
O 9.3600 11.0934 0.4538
N 8.6356 12.8903 1.6637
N 9.6081 13.2900 -0.1828
H 8.4570 12.3545 2.5011
H 8.4292 13.8789 1.6689
H 10.2961 13.1407 -0.9070
H 9.2395 14.2303 -0.1961
C 7.4131 17.6846 -5.8496
O 7.3317 17.8446 -7.0378
N 6.5342 18.0208 -4.9880
N 8.4005 17.0507 -5.3444
H 5.6886 18.5401 -5.1765
H 6.7624 17.7307 -4.0479
H 8.3620 16.8586 -4.3536
H 8.8082 16.5024 -6.0882
C 9.7469 16.3129 2.1143
O 10.4127 15.6490 2.9340
N 10.1070 16.4647 0.8828
N 8.6358 16.8988 2.3461
H 9.3428 16.7140 0.2712
H 10.9925 16.0973 0.5651
H 8.1488 17.2515 1.5346
H 8.1696 16.6410 3.2041
C 3.5157 19.6719 -6.5615
O 3.9906 18.9425 -5.7199
N 2.3498 20.1636 -6.5973
N 4.2448 20.0651 -7.5123
H 1.7168 19.8209 -5.8889
H 2.2682 20.8724 -7.3122
H 3.9664 20.6998 -8.2469
H 5.1887 19.7068 -7.4846
C 11.5700 20.5592 -5.0526
O 11.5151 20.9866 -6.1367
N 11.1049 19.4605 -4.5476
N 12.2712 21.2195 -4.2240
H 10.7487 18.8720 -5.2872
H 11.3435 19.0175 -3.6719
H 12.6948 20.9094 -3.3612
H 12.6553 22.0345 -4.6806
C 13.3467 23.1887 -1.1608
O 13.5908 24.3633 -1.3965
N 12.1272 22.7664 -0.8987
N 14.3305 22.3590 -1.0041
H 11.4489 23.4862 -0.6941
H 11.9260 21.8310 -1.2221
H 14.1326 21.4013 -0.7517
H 15.2576 22.5862 -1.3343
C 4.8451 14.5467 0.4519
O 4.2448 13.5482 0.5205
N 5.9913 14.8330 1.0029
N 4.3503 15.6410 -0.0406
H 6.7074 14.1235 1.0660
H 6.3510 15.7684 0.8779
H 3.7914 15.3961 -0.8454
H 4.9524 16.4358 -0.2013
C 8.6182 20.9445 2.1003
O 9.1172 21.4163 3.1328
N 7.4651 20.3913 1.9030
N 9.3366 20.8610 0.9681
H 6.8084 20.2811 2.6624
H 7.2445 20.0926 0.9638
H 10.2966 21.1605 1.0622
H 8.9227 20.2628 0.2674
C 10.2328 18.0874 5.5607
O 10.2066 18.7027 6.6494
N 10.0810 18.6336 4.3665
N 10.6218 16.8675 5.5319
H 10.1824 17.9562 3.6243
H 9.9279 19.6271 4.2678
H 10.4765 16.2729 4.7285
H 10.8870 16.4157 6.3954
C 6.9334 21.3813 -3.6162
O 6.8203 22.3848 -4.2912
N 6.0142 20.5045 -3.3141
N 8.0657 21.2628 -2.8591
H 5.2062 20.3603 -3.9027
H 6.4840 19.6961 -2.9322
H 8.5660 22.1388 -2.8113
H 8.2556 20.6827 -2.0544
C 4.5477 19.2333 1.0729
O 3.6268 19.6038 1.7640
N 4.8904 19.9151 0.0377
N 5.1791 18.1384 1.3174
H 5.5099 19.4584 -0.6164
H 4.0257 20.3658 -0.2253
H 4.8211 17.5942 2.0893
H 6.0518 17.9396 0.8494
C 5.7692 17.1784 5.0077
O 4.7791 17.8876 5.0335
N 6.6822 17.4347 5.8870
N 5.8617 16.0860 4.2939
H 7.3748 16.7281 6.0899
H 6.4340 18.1986 6.4994
H 4.9926 15.8358 3.8443
H 6.6291 15.4628 4.5008
C 5.3948 12.4750 -4.2409
O 5.1244 13.2900 -3.4413
N 6.5496 12.1009 -4.8612
N 4.5026 11.7530 -4.8915
H 6.5414 11.6429 -5.7613
H 7.3358 12.6258 -4.5055
H 3.5112 11.9083 -4.7777
H 4.9196 11.0028 -5.4240
C 8.2644 24.4881 0.1997
O 9.4640 24.7117 0.3373
N 7.4009 25.4131 0.2700
N 7.6445 23.3332 -0.0628
H 7.8191 26.3264 0.3760
H 6.4031 25.2919 0.1713
H 8.2415 22.5186 -0.0768
H 6.8100 23.2214 -0.6206
C 13.2514 15.3052 0.1306
O 13.1995 16.2986 0.8524
N 13.8674 14.2244 0.4964
N 12.7308 15.2652 -1.0424
H 13.9522 13.4123 -0.0980
H 14.0381 14.1545 1.4894
H 12.7268 14.4180 -1.5923
H 12.2238 16.1047 -1.2836
C 8.6980 14.3725 -3.0458
O 8.7914 13.4578 -3.8257
N 7.5341 14.8188 -2.6650
N 9.6979 14.8994 -2.4991
H 7.5822 15.7746 -2.3422
H 6.7347 14.3007 -3.0009
H 9.3627 15.7139 -2.0048
H 10.6323 14.5643 -2.6852
*
```

=====

7.
The following is a DFT calculation (wB97M-V/def2-TZVPD) of C3H6N2O as an isolated structure.

Computed properties:
E_tot = -8230.9100 eV
Energy relative to the best compared isomer or geometry (same formula, charge and spin) = 558.5 kJ/mol

ORCA input file:
```
! RIJCOSX wB97M-V def2-TZVPD def2/J DEFGRID3
* xyz 0 1
C 0.5743 -1.3537 0.1759
C 0.1842 0.0871 0.1528
N 1.1026 1.0104 -0.2180
C -1.1028 0.5266 0.5076
N -1.8706 -0.1465 -0.3976
O -2.2174 1.0624 -0.8600
H 0.7717 1.9424 -0.4200
H 1.9559 0.7054 -0.6615
H -1.4215 1.3311 1.1695
H 1.2396 -1.5511 1.0213
H -0.3106 -1.9784 0.2733
H 1.0946 -1.6357 -0.7433
*
```

=====

8.
The following is a DFT calculation (wB97M-V/def2-TZVPD) of C6H7NS in the gas phase.

Computed properties:
E_tot = -18656.2688 eV
Energy relative to the best compared isomer or geometry (same formula, charge and spin) = 432.3 kJ/mol

ORCA input file:
```
! RIJCOSX wB97M-V def2-TZVPD def2/J DEFGRID3
* xyz 0 1
C -1.6545 -0.9209 -0.2993
C -2.9982 -1.0606 -0.2640
C -1.3543 0.5220 -0.1304
C -2.3916 1.3527 0.2412
C 0.7043 1.8057 -0.6206
C 0.8200 -0.1256 0.7667
N 0.0391 0.8030 -0.0312
S -3.8500 0.3073 0.1686
H -1.0659 -1.6804 -0.5814
H -3.6540 -1.9240 -0.5510
H 0.1936 2.5880 -1.2317
H 1.7803 1.8807 -0.5138
H 0.3695 -0.4356 1.6496
H 1.0547 -1.0648 0.2264
H 1.8418 0.3831 0.9743
*
```

=====

9.
The following is a DFT calculation (wB97M-V/def2-TZVPD) of a 14-piece molecular cluster, C56H84O28 overall.

Computed properties:
E_tot = -116762.1982 eV
Energy relative to the best compared isomer or geometry (same formula, charge and spin) = 545.5 kJ/mol

ORCA input file:
```
! RIJCOSX wB97M-V def2-TZVPD def2/J DEFGRID3
* xyz 0 1
O -1.8956 5.2201 0.7609
C -2.3249 4.4085 -0.0497
O -1.7943 4.2754 -1.1702
C -2.2735 3.1280 -1.9151
C -3.5108 2.6184 -1.1530
C -3.2880 3.2484 0.1817
H -1.5258 2.3374 -1.9781
H -2.4252 3.5782 -2.8961
H -3.6441 1.5416 -1.0491
H -4.4075 3.1011 -1.5416
H -2.8520 2.6213 0.9594
H -4.1823 3.6493 0.6588
O -1.7294 -0.5638 -3.7765
C -2.6348 -1.2617 -3.3698
O -3.4464 -1.8588 -4.2163
C -4.4502 -2.6037 -3.4788
C -3.6766 -3.0340 -2.2396
C -2.9056 -1.7356 -1.9411
H -4.7763 -3.4862 -4.0292
H -5.2723 -1.9817 -3.1247
H -3.0051 -3.8472 -2.5150
H -4.3315 -3.3652 -1.4336
H -2.0355 -1.9302 -1.3142
H -3.3835 -0.8906 -1.4454
O 1.2706 -4.9060 2.0197
C 1.9440 -3.9470 1.8099
O 1.8299 -2.8767 2.6310
C 2.7903 -1.8201 2.4756
C 3.7301 -2.4895 1.4604
C 3.1004 -3.7020 0.8568
H 3.3442 -1.6317 3.3953
H 2.3810 -0.8653 2.1455
H 4.6122 -2.8507 1.9892
H 4.0557 -1.8095 0.6731
H 3.7449 -4.5786 0.7925
H 2.6996 -3.5133 -0.1391
O 2.1492 -0.7435 -5.1051
C 1.9368 -1.7209 -4.4382
O 2.4466 -1.8371 -3.1652
C 2.1221 -3.1181 -2.6121
C 1.6603 -3.9646 -3.8462
C 1.2411 -2.9581 -4.8810
H 1.2089 -3.0458 -2.0214
H 2.9353 -3.6322 -2.0996
H 0.8980 -4.6915 -3.5658
H 2.5475 -4.5219 -4.1468
H 0.1870 -2.6887 -4.8149
H 1.5882 -3.1239 -5.9008
O 2.6689 1.4221 3.8603
C 1.9028 0.9540 4.6938
O 1.7940 1.5589 5.8653
C 0.7925 0.9936 6.6800
C 0.0406 0.1607 5.6314
C 1.0713 -0.3315 4.6832
H 0.0681 1.6780 7.1216
H 1.3370 0.4135 7.4252
H -0.8128 0.6608 5.1735
H -0.4742 -0.6914 6.0752
H 0.7213 -0.5868 3.6829
H 1.6897 -1.1512 5.0488
O -5.8064 -0.5065 0.5291
C -6.9824 -0.1399 0.6458
O -7.9308 -0.9249 0.1028
C -9.2355 -0.3822 0.2634
C -8.9840 0.5544 1.4143
C -7.6134 1.1628 1.2314
H -10.0364 -1.0966 0.4541
H -9.6105 0.0400 -0.6689
H -9.2487 0.0295 2.3322
H -9.7253 1.3504 1.3435
H -7.1518 1.5468 2.1411
H -7.5517 1.9579 0.4884
O 0.5341 5.2725 1.7019
C 1.3100 5.0883 0.8052
O 1.1954 5.6342 -0.4257
C 2.2063 5.3208 -1.3307
C 2.8040 4.0477 -0.7385
C 2.5714 4.1651 0.7726
H 2.9191 6.1330 -1.4735
H 1.6773 5.2395 -2.2803
H 3.8622 4.0114 -0.9974
H 2.2593 3.2040 -1.1621
H 3.3638 4.7651 1.2201
H 2.4428 3.2406 1.3357
O -2.0559 4.8362 3.7362
C -2.7729 3.9659 4.2250
O -2.2545 2.7692 4.7070
C -3.4116 1.9104 5.0689
C -4.5519 2.4115 4.2304
C -4.2652 3.8753 3.9640
H -3.6048 1.9103 6.1417
H -3.1582 0.8699 4.8659
H -5.3857 2.2549 4.9147
H -4.7415 1.8706 3.3033
H -4.8146 4.5366 4.6340
H -4.5842 4.1451 2.9573
O 4.3044 0.9230 1.2706
C 5.4024 0.8021 1.8576
O 6.0842 -0.3358 1.9972
C 7.4525 -0.0450 2.1939
C 7.5173 1.4594 2.4869
C 6.1621 1.9612 2.3509
H 7.9688 -0.3221 1.2748
H 7.9909 -0.5277 3.0096
H 8.2728 1.9650 1.8854
H 7.9272 1.6679 3.4752
H 6.0040 2.8255 1.7058
H 5.7405 2.3516 3.2771
O -1.0721 -2.8421 4.5526
C -1.8408 -2.5428 3.5962
O -3.0193 -1.8252 3.7305
C -3.6465 -1.5602 2.4731
C -3.0477 -2.6711 1.6391
C -1.6091 -2.9271 2.1191
H -3.5358 -0.5275 2.1423
H -4.7273 -1.6343 2.5937
H -2.9761 -2.4190 0.5811
H -3.6684 -3.5651 1.6984
H -0.8217 -2.2645 1.7599
H -1.3102 -3.9565 1.9211
O 1.8598 3.2115 -7.8055
C 1.4200 3.1468 -6.5975
O 0.2245 2.7187 -6.3213
C 0.0539 2.2759 -5.0033
C 1.2667 2.8572 -4.2296
C 2.2655 3.1738 -5.3214
H -0.0165 1.1882 -5.0007
H -0.8569 2.7350 -4.6190
H 1.6939 2.0395 -3.6491
H 0.9846 3.7155 -3.6198
H 2.9980 2.3720 -5.4150
H 2.7733 4.1368 -5.3756
O 5.0120 3.5913 -3.4256
C 5.4152 2.5379 -3.8019
O 5.8273 2.3214 -5.1035
C 6.3950 1.0391 -5.2513
C 6.5815 0.5271 -3.8306
C 5.5976 1.2814 -2.9495
H 7.2706 0.8470 -5.8713
H 5.6455 0.3209 -5.5838
H 7.5608 0.7209 -3.3930
H 6.5320 -0.5591 -3.7538
H 5.9860 1.4534 -1.9456
H 4.6253 0.7995 -2.8470
O -1.4072 0.9212 2.0539
C -0.5286 0.7067 1.1445
O -0.7421 -0.3442 0.2945
C 0.4598 -0.5968 -0.4618
C 1.1408 0.7630 -0.5128
C 0.7192 1.4893 0.6958
H 0.3128 -1.0033 -1.4625
H 1.0184 -1.4022 0.0151
H 1.0582 1.2857 -1.4656
H 2.1675 0.4109 -0.4129
H 0.4137 2.4990 0.4214
H 1.5317 1.4358 1.4204
O -0.0076 -4.4210 -0.6518
C -0.6718 -5.4270 -0.5107
O -1.9798 -5.4350 0.0658
C -2.5427 -6.7046 0.2254
C -1.3694 -7.6381 -0.1603
C -0.4399 -6.8320 -1.0219
H -3.2975 -6.9232 -0.5300
H -2.9210 -6.8925 1.2303
H -1.8241 -8.4465 -0.7328
H -0.7957 -8.1582 0.6068
H -0.6934 -6.9282 -2.0777
H 0.6117 -7.0827 -0.8820
*
```

=====

Which formula does entry 9 have? C56H84O28